Entry 1:
Formula: C14H12AsFN2S4Tc
Source: the Open Molecules 2025 dataset
Level of theory: ωB97M-V/def2-TZVPD

Last column: Mulliken charge in e.
Element x y z (Å)
Tc (0.013963, -1.424848, 0.500288)  0.71
S (2.033425, -5.591541, -0.827539)  0.01
As (1.096868, -3.750050, -1.382395)  0.79
S (-0.879983, -3.198314, -0.389658)  -0.01
S (1.920547, -1.838796, -0.475050)  0.00
S (1.758470, -5.077777, -2.918513)  0.03
F (2.598378, 3.362764, 3.074478)  -0.21
C (2.053440, 2.195233, 2.917801)  0.39
C (0.675081, 2.066155, 3.182529)  -0.60
C (0.101375, 0.846090, 3.008841)  -0.65
C (0.883765, -0.278630, 2.586178)  0.83
C (0.322718, -1.593451, 2.585079)  -1.06
C (2.291380, -0.093191, 2.357592)  -0.41
C (2.871967, 1.128689, 2.515469)  -0.79
H (0.125936, 2.921941, 3.554968)  0.52
H (-0.936686, 0.694681, 3.290721)  0.77
H (-0.684118, -1.723650, 2.996220)  0.45
H (0.967703, -2.447858, 2.781791)  0.39
H (2.905732, -0.951123, 2.105264)  0.68
H (3.932549, 1.294609, 2.369047)  0.51
N (-2.246761, 1.822729, -0.607269)  0.07
C (-1.681531, 1.057234, 0.279148)  -0.49
N (-0.963611, 0.067150, -0.329536)  0.07
C (-1.123593, 0.262655, -1.734633)  0.63
C (-0.646978, -0.434675, -2.832622)  -0.10
C (-1.016084, 0.032122, -4.084318)  -0.86
C (-1.828617, 1.161369, -4.239038)  -0.54
C (-2.303146, 1.860780, -3.144022)  -1.02
C (-1.931040, 1.374333, -1.905215)  0.57
H (-2.838087, 2.616916, -0.384537)  0.29
H (-1.788379, 1.185733, 1.341177)  0.59
H (-0.000225, -1.293531, -2.736156)  0.13
H (-0.664626, -0.486400, -4.966314)  0.44
H (-2.090115, 1.495354, -5.233897)  0.44
H (-2.929703, 2.737286, -3.255863)  0.45

Forces on atoms 1 to 6 (eV/Å):
0.1 0.4 0.2
0.0 -0.1 0.1
0.2 -0.3 0.4
0.1 0.3 0.0
-0.5 0.1 0.0
-0.1 0.1 -0.2

## Properties
**Highest occupied orbital energy**: -18.431 eV
**Net charge**: +3
**Gap between HOMO and LUMO**: 5.63 eV
**M**: 528.5 g mol⁻¹



Entry 2:
Formula: C14H12AuCl5NSSi
Source: the Open Molecules 2025 dataset
Level of theory: ωB97M-V/def2-TZVPD

Last column: Mulliken charge in e.
Element x y z (Å)
Au (1.100145, 1.855765, 0.014534)  0.65
Cl (4.064262, -0.411638, 0.057126)  -0.22
C (4.217125, 1.296864, 0.026153)  1.03
C (3.095109, 2.103328, 0.011268)  -0.70
C (3.270316, 3.464546, -0.014200)  0.72
Cl (1.706391, 4.299189, -0.034266)  -0.22
C (4.485290, 4.110645, -0.025195)  -0.57
Cl (4.568161, 5.814895, -0.057580)  -0.15
C (5.617662, 3.291146, -0.009127)  0.79
Cl (7.165553, 4.011409, -0.021417)  -0.14
C (5.484141, 1.896633, 0.016162)  -0.17
Cl (6.883395, 0.916032, 0.034905)  -0.14
C (-3.130175, -3.043268, -1.550714)  -1.04
Si (-2.195614, -2.588480, -0.004894)  0.24
C (-0.485822, -3.331151, -0.008527)  -1.18
C (-3.129460, -3.056799, 1.537317)  -1.04
C (-2.093122, -0.677234, 0.003510)  0.30
C (-3.277500, 0.065922, 0.006900)  -0.27
C (-3.292914, 1.456150, 0.012657)  -0.94
C (-2.091567, 2.129279, 0.015198)  -0.14
N (-0.946644, 1.441220, 0.012231)  -0.52
C (-0.943747, 0.094660, 0.006660)  0.80
S (0.765066, -0.402665, 0.002459)  -0.39
H (-3.252948, -4.126700, -1.610771)  0.35
H (-2.599172, -2.718735, -2.447424)  0.34
H (-4.127804, -2.600314, -1.570397)  0.34
H (-0.589748, -4.419236, -0.013204)  0.34
H (0.090971, -3.070905, 0.881295)  0.36
H (0.090523, -3.063217, -0.896354)  0.36
H (-3.252025, -4.140730, 1.588013)  0.35
H (-4.127158, -2.614203, 1.561252)  0.34
H (-2.598131, -2.739972, 2.436587)  0.34
H (-4.227274, -0.457618, 0.004788)  0.36
H (-4.221739, 2.007194, 0.015187)  0.39
H (-2.021550, 3.207987, 0.019861)  0.42

Forces on atoms 1 to 6 (eV/Å):
0.0 0.0 0.0
0.0 0.0 0.0
0.0 0.0 0.0
0.0 0.0 0.0
0.0 0.0 0.0
0.0 0.0 0.0

## Properties
**Relative energy (zero: lowest compared OMol25 entry of this formula, charge and spin)**: 0.0 kJ/mol
**Highest occupied orbital energy**: -12.338 eV
**Net charge**: +1
**Gap between HOMO and LUMO**: 7.12 eV
**M**: 628.6 g mol⁻¹



Entry 3:
Formula: C14H12ClFN2O3S
Source: the Open Molecules 2025 dataset
Level of theory: ωB97M-V/def2-TZVPD

Last column: Mulliken charge in e.
Element x y z (Å)
N (3.483750, 1.891655, -3.941077)  -0.51
S (3.272248, 3.041127, -2.744768)  1.26
O (4.541595, 3.203696, -2.108956)  -0.65
O (2.628904, 4.157797, -3.364416)  -0.66
C (2.131568, 2.269178, -1.604249)  0.22
C (2.613470, 1.430905, -0.618599)  -0.78
C (1.734188, 0.807294, 0.247728)  -0.50
C (0.363423, 1.033600, 0.119269)  0.72
N (-0.581066, 0.447876, 0.959778)  -0.01
C (-0.386379, -0.450849, 1.968163)  0.86
O (0.680701, -0.901933, 2.300501)  -0.61
C (-1.704754, -0.859323, 2.636279)  -1.63
C (-2.430992, -1.835586, 1.757569)  0.18
C (-3.358060, -1.405832, 0.813506)  0.71
F (-3.590260, -0.072074, 0.706418)  -0.38
C (-4.050452, -2.259640, -0.020439)  -0.78
C (-3.807206, -3.618591, 0.078569)  -0.27
C (-2.886402, -4.093997, 0.994080)  -0.73
C (-2.205518, -3.211564, 1.820783)  0.57
Cl (-1.058501, -3.839717, 2.943559)  -0.19
C (-0.108215, 1.889662, -0.879992)  -0.70
C (0.777424, 2.505253, -1.741949)  -0.70
H (3.955198, 1.059057, -3.632411)  0.28
H (2.657623, 1.706796, -4.483210)  0.27
H (3.678918, 1.290514, -0.528303)  0.44
H (2.096429, 0.153620, 1.023230)  0.53
H (-1.532522, 0.739964, 0.779687)  0.10
H (-2.320748, 0.023862, 2.810382)  0.42
H (-1.461804, -1.329515, 3.588875)  0.50
H (-4.760346, -1.857940, -0.725070)  0.44
H (-4.335560, -4.307335, -0.560923)  0.37
H (-2.689472, -5.150797, 1.074647)  0.43
H (-1.169639, 2.070607, -0.971542)  0.36
H (0.442743, 3.182027, -2.511918)  0.46

Forces on atoms 1 to 6 (eV/Å):
0.2 0.8 0.4
-0.1 -0.6 -0.4
0.0 -0.3 0.1
-0.3 -0.2 0.0
0.5 0.4 -0.3
0.0 0.0 0.0

## Properties
**Highest occupied orbital energy**: -9.056 eV
**Gap between HOMO and LUMO**: 9.47 eV
**M**: 342.8 g mol⁻¹
**SMILES string**: NS(=O)(=O)c1ccc(NC(=O)Cc2c(F)cccc2Cl)cc1